[1]
101
Properties=species:S:1:pos:R:3 method="wB97M-V/def2-TZVPD" homo_energy_ha=-0.3967 charge=+1 e_lumo_ev=-2.577 orbital_gap_ev=8.22
Zr -0.7488 -1.0865 1.5145
C -3.4892 -5.0667 -1.8112
N -2.5768 -4.5195 -0.8122
C -1.4965 -5.1660 -0.2818
C -0.8788 -4.2690 0.5316
N -1.5439 -3.0688 0.4767
C -2.5877 -3.2592 -0.3257
P -4.0296 -2.1841 -0.6011
C -3.2632 -0.8995 -1.6210
N -2.5233 -1.2742 -2.6422
C -2.2484 -0.1266 -3.3301
C -2.8287 0.9425 -2.7073
N -3.5000 0.4382 -1.6222
C -4.2936 1.2063 -0.6744
C -4.1100 -1.4452 1.0631
N -3.1194 -1.1018 1.8854
C -3.7079 -0.5435 2.9935
C -5.0587 -0.5668 2.8427
N -5.3046 -1.1464 1.6306
C -6.6417 -1.3568 1.0895
H -3.2795 -6.1259 -1.9259
H -3.3414 -4.5615 -2.7637
H -4.5198 -4.9399 -1.4898
H -1.2680 -6.1907 -0.5162
H -0.0413 -4.4285 1.1884
H -1.6417 -0.1305 -4.2205
H -2.8393 1.9946 -2.9366
H -4.3799 2.2247 -1.0438
H -3.8133 1.2289 0.3032
H -5.2968 0.7882 -0.5958
H -3.1242 -0.1696 3.8134
H -5.8529 -0.2363 3.4893
H -7.2320 -1.9372 1.7953
H -6.5787 -1.8988 0.1513
H -7.1288 -0.3978 0.9202
N 1.2028 -2.1016 0.6221
C 2.2730 -2.0120 1.6338
C 2.0183 -0.7596 2.4655
O 2.6933 -0.4891 3.4206
O 0.9846 -0.0595 2.0127
H 1.1631 -3.0259 0.2118
H 1.4056 -1.4587 -0.1408
H 3.2634 -1.9445 1.1859
H 2.2359 -2.8800 2.2890
I 0.4581 -3.5544 10.0013
C 0.1143 -2.9797 8.0262
C -0.2558 -1.6696 7.7493
C -0.4848 -1.2930 6.4381
C -0.3425 -2.2236 5.4134
C 0.0362 -3.5319 5.7001
C 0.2638 -3.9153 7.0094
C -0.5843 -1.8176 4.0237
O -1.0071 -0.6636 3.7295
O -0.3599 -2.6265 3.0458
H -0.3574 -0.9498 8.5491
H -0.7586 -0.2747 6.1971
H 0.1496 -4.2427 4.8927
H 0.5570 -4.9298 7.2393
O -1.4324 0.9633 0.9204
C -0.7566 0.8594 -0.1548
O -0.4948 -0.3229 -0.5566
C -0.1450 2.0610 -0.7950
C 0.3674 1.8531 -2.2237
Ge 2.2272 2.4649 -2.4442
C 2.3616 4.3169 -1.8533
C 3.5546 4.8246 -1.3400
C 3.6502 6.1545 -0.9510
C 2.5518 6.9930 -1.0699
C 1.3593 6.5031 -1.5843
C 1.2683 5.1747 -1.9747
C 3.3628 1.3449 -1.3083
C 4.0664 0.2692 -1.8525
C 4.8937 -0.5153 -1.0577
C 5.0273 -0.2328 0.2953
C 4.3225 0.8238 0.8569
C 3.4960 1.6037 0.0582
C 2.7405 2.2716 -4.3098
C 3.5103 3.2502 -4.9365
C 3.8938 3.1048 -6.2628
C 3.5092 1.9795 -6.9780
C 2.7386 1.0002 -6.3676
C 2.3561 1.1476 -5.0412
H 0.6747 2.2791 -0.0938
H -0.8280 2.9043 -0.6953
H -0.2777 2.3530 -2.9466
H 0.3442 0.7902 -2.4672
H 4.4188 4.1771 -1.2429
H 4.5835 6.5348 -0.5556
H 2.6255 8.0289 -0.7651
H 0.5028 7.1578 -1.6844
H 0.3329 4.8072 -2.3853
H 3.9955 0.0627 -2.9151
H 5.4534 -1.3306 -1.4999
H 5.6859 -0.8299 0.9146
H 4.4142 1.0366 1.9138
H 2.9711 2.4394 0.5085
H 3.8093 4.1355 -4.3862
H 4.4920 3.8711 -6.7390
H 3.8074 1.8668 -8.0124
H 2.4354 0.1227 -6.9251
H 1.7500 0.3767 -4.5749



[2]
90
Properties=species:S:1:pos:R:3 method="wB97M-V/def2-TZVPD" s_squared=8.782 homo_energy_ha="-0.2681 / -0.2826" spin_multiplicity=6 charge=0 e_lumo_ev="-0.330 / -1.370" orbital_gap_ev="6.96 / 6.32"
Mn -0.0788 0.0852 4.4730
C -2.0773 -0.1191 5.4736
C -2.1274 -0.4606 4.1026
C -2.6492 0.4761 3.0296
C -1.5671 1.2851 2.2766
C -0.4363 1.7254 3.1677
C -0.6054 2.2010 4.4864
C -1.9205 2.4244 5.1848
C -2.4668 1.2221 6.0115
C 1.8704 0.1666 4.2683
H -2.1127 -0.9329 6.2070
H -2.0914 -1.5265 3.8338
H -3.3944 1.1717 3.4471
H -3.2036 -0.1245 2.2876
H -1.1591 0.6890 1.4414
H -2.0339 2.1616 1.7920
H 0.5298 1.9062 2.6822
H 0.2379 2.7627 4.9087
H -2.7021 2.7565 4.4830
H -1.7836 3.2673 5.8865
H -2.1125 1.3302 7.0534
H -3.5672 1.3147 6.0964
H 2.3058 -0.3946 5.1148
H 2.1385 1.2351 4.2933
H 2.0621 -0.3139 3.2907
P 0.0402 -2.4377 -4.8270
P 2.0795 0.4368 -5.0995
C -0.4392 -0.8186 -5.4803
C 0.3139 0.3142 -5.4607
C -0.8599 -3.6016 -5.9290
C -2.0365 -3.2536 -6.6055
C -2.6836 -4.1863 -7.4230
C -2.1704 -5.4781 -7.5711
C -0.9938 -5.8319 -6.8950
C -0.3324 -4.9025 -6.0908
C -0.9711 -2.5230 -3.2837
C -0.5842 -1.6611 -2.2375
C -1.3157 -1.6281 -1.0513
C -2.4425 -2.4492 -0.8966
C -2.8207 -3.3165 -1.9291
C -2.0726 -3.3742 -3.1102
C 2.6519 1.2430 -6.6745
C 2.6327 0.4347 -7.8281
C 2.9954 0.9636 -9.0662
C 3.3914 2.3038 -9.1739
C 3.4240 3.1075 -8.0294
C 3.0789 2.5758 -6.7796
C 2.1433 1.8544 -3.9406
C 3.2566 1.9387 -3.0766
C 3.3702 3.0087 -2.1904
C 2.3755 3.9961 -2.1423
C 1.2711 3.9085 -2.9973
C 1.1463 2.8344 -3.8851
H -1.4588 -0.7484 -5.8712
H -0.1479 1.2529 -5.7917
H -2.4615 -2.2588 -6.5011
H -3.5934 -3.8968 -7.9451
H -2.6797 -6.2013 -8.2070
H -0.5957 -6.8407 -7.0004
H 0.5907 -5.1774 -5.5757
H 0.2862 -1.0121 -2.3694
H -1.0089 -0.9647 -0.2404
H -3.0188 -2.4170 0.0274
H -3.6947 -3.9560 -1.8170
H -2.3562 -4.0747 -3.8959
H 2.3141 -0.6072 -7.7482
H 2.9717 0.3315 -9.9532
H 3.6757 2.7163 -10.1414
H 3.7253 4.1511 -8.1030
H 3.1336 3.2082 -5.8931
H 4.0263 1.1648 -3.1144
H 4.2366 3.0788 -1.5325
H 2.4614 4.8268 -1.4437
H 0.4982 4.6740 -2.9739
H 0.2725 2.7678 -4.5294
O 0.4082 2.2443 8.6688
C 0.4843 1.1739 9.4694
C 0.5071 1.3876 10.8639
C 0.5373 0.3027 11.7213
C 0.5290 -1.0160 11.2262
C 0.5043 -1.2393 9.8426
C 0.5212 -0.1640 8.9542
C 0.4400 -0.3509 7.4678
O 0.2253 -1.4700 6.9472
O 0.5837 0.7357 6.7641
H 0.5085 1.8189 7.7144
H 0.4875 2.4209 11.2269
H 0.5586 0.4737 12.7971
H 0.5476 -1.8553 11.9149
H 0.4776 -2.2459 9.4242



[3]
99
Properties=species:S:1:pos:R:3 method="wB97M-V/def2-TZVPD" s_squared=12.679 homo_energy_ha="-0.4875 / -0.4875" spin_multiplicity=7 charge=+2 e_lumo_ev="-5.502 / -5.506" orbital_gap_ev="7.76 / 7.76"
Tb -0.3997 -0.3055 0.3690
C 0.8713 3.8247 -0.3790
As 1.4713 2.0015 -0.7580
C 3.2498 2.1304 -0.0498
C 1.5514 2.0776 -2.6901
C 2.5217 2.7995 -3.3543
C 2.5200 2.9478 -4.7486
C 1.4158 2.5066 -5.4415
C 0.3949 1.8637 -4.7893
C 0.4600 1.5894 -3.4299
As -1.0535 0.6251 -2.5898
C -2.6594 1.4859 -3.0682
C -1.1206 -0.8542 -3.7842
H 0.8531 4.0419 0.6957
H -0.1050 3.9189 -0.8600
H 1.6645 4.5183 -0.8506
H 3.0314 2.4057 0.9827
H 3.9892 2.8537 -0.5053
H 3.7617 1.1561 0.0183
H 3.3292 3.2425 -2.7524
H 3.2984 3.5251 -5.2926
H 1.3183 2.6993 -6.5305
H -0.3361 1.3638 -5.4018
H -2.5636 1.9442 -4.0351
H -2.8766 2.3229 -2.3785
H -3.4069 0.6497 -3.1120
H -1.2661 -0.4392 -4.8145
H -1.7878 -1.6637 -3.6350
H -0.1054 -1.2866 -3.7547
O -1.3763 -3.5549 -2.0768
C -0.6301 -2.8503 -1.4089
O -1.0096 -2.1783 -0.3647
C 0.8661 -2.5818 -1.7061
C 1.5706 -3.4890 -2.4548
C 2.8294 -3.2924 -2.7753
C 3.4012 -2.0925 -2.4009
C 2.6391 -1.1969 -1.6852
N 1.3652 -1.4136 -1.3095
H 1.0582 -4.3705 -2.7970
H 3.4200 -4.0422 -3.2162
H 4.4248 -1.8603 -2.6812
H 3.1177 -0.3087 -1.3265
Se -6.9634 4.7226 -0.1113
N -6.6692 3.0711 -0.7461
C -5.4799 2.6814 -0.2788
C -4.8751 1.3978 -0.5905
C -5.5008 0.4871 -1.4569
C -4.8280 -0.6589 -1.7414
C -3.5942 -0.8838 -1.1375
N -2.9676 -0.0315 -0.3306
C -3.6156 1.1261 -0.0613
C -2.8864 2.0826 0.7672
N -1.6343 1.7637 1.2337
C -1.1215 2.5431 2.1795
C -1.7727 3.6677 2.7349
C -3.0330 4.0107 2.2636
C -3.5794 3.2150 1.2793
C -4.8773 3.5664 0.6807
N -5.4942 4.7074 0.8653
H -6.4243 0.8077 -1.9438
H -5.1939 -1.4854 -2.3328
H -3.0756 -1.8094 -1.3472
H -0.1226 2.3350 2.5074
H -1.2435 4.2820 3.4965
H -3.5495 4.8679 2.6603
N -2.1124 -0.9575 2.3247
H -2.3293 -1.8732 1.9590
H -2.9118 -0.3338 2.1752
H -2.0184 -1.0896 3.3200
O 1.1292 -1.2469 1.8710
S 1.9881 -2.5029 1.5931
C 3.3881 -2.3608 2.6856
C 4.3100 -1.1878 2.3571
C 4.2932 -0.0163 3.0686
C 5.2028 0.9920 2.8097
C 6.1564 0.8224 1.8198
C 6.1258 -0.3137 1.0693
C 5.2421 -1.3496 1.3622
C 1.0762 -3.9101 2.4635
C -0.2135 -3.6496 3.1431
C -0.3189 -2.9152 4.3161
C -1.5990 -2.8000 4.9464
C -2.7401 -3.3571 4.3495
C -2.6143 -4.0668 3.1544
C -1.3500 -4.1959 2.6070
H 3.9481 -3.2704 2.5416
H 3.0564 -2.2659 3.6897
H 3.6243 0.0768 3.9452
H 5.2924 1.8960 3.4608
H 6.8842 1.6152 1.7615
H 6.8773 -0.5532 0.3664
H 5.2749 -2.1930 0.6806
H 1.7865 -4.2434 3.1680
H 0.9550 -4.6256 1.6704
H 0.5675 -2.4795 4.7959
H -1.6972 -2.2441 5.8670
H -3.6939 -3.3083 4.8696
H -3.4681 -4.5070 2.6528
H -1.3071 -4.7653 1.6884



[4]
104
Properties=species:S:1:pos:R:3 method="wB97M-V/def2-TZVPD" s_squared=3.755 homo_energy_ha="-0.0291 / -0.1093" spin_multiplicity=4 charge=-2 e_lumo_ev="3.848 / 3.847" orbital_gap_ev="4.64 / 6.82"
V 0.6222 0.0487 -1.0729
C 2.7924 -1.9634 0.6027
N 1.9230 -0.7928 0.7100
C 2.7002 0.3686 1.1428
C 3.2137 1.0778 -0.0685
N 2.5777 1.0708 -1.2045
C 3.3717 1.7727 -2.0956
C 3.1676 2.0329 -3.4445
C 4.1291 2.7819 -4.0964
C 5.2655 3.2601 -3.4281
C 5.4814 2.9993 -2.0848
C 4.5140 2.2420 -1.4366
N 4.3873 1.7796 -0.1352
C 2.1541 -3.2203 0.1049
N 2.1296 -4.3252 0.8212
C 1.5680 -5.2636 -0.0246
C 1.2771 -6.6125 0.1856
C 0.7115 -7.3240 -0.8553
C 0.4339 -6.7153 -2.0929
C 0.7088 -5.3812 -2.3214
C 1.2774 -4.6698 -1.2667
N 1.6666 -3.3642 -1.1484
H 3.2516 -2.2225 1.5639
H 3.6011 -1.6953 -0.0874
H 1.1438 -0.9250 1.3567
H 3.5368 0.0913 1.8015
H 2.0282 1.0300 1.6884
H 2.2737 1.6658 -3.9318
H 3.9963 3.0181 -5.1446
H 5.9916 3.8501 -3.9746
H 6.3613 3.3688 -1.5718
H 5.0436 1.8903 0.6151
H 1.4844 -7.0743 1.1432
H 0.4687 -8.3714 -0.7181
H -0.0186 -7.3052 -2.8812
H 0.4861 -4.8947 -3.2630
H 1.5390 -2.5925 -1.8471
C 3.2904 6.4612 -2.7646
C 2.1781 5.4478 -2.8297
C 1.5434 5.1518 -4.0293
C 0.5365 4.1953 -4.0894
C 0.1466 3.5296 -2.9392
C 0.7488 3.8335 -1.7226
C 1.7608 4.7788 -1.6799
S -1.1114 2.2547 -3.0130
O -1.7014 2.3784 -4.3394
O -1.9708 2.5759 -1.8915
N -0.3294 0.9154 -2.8319
C -0.4932 -0.1208 -3.8490
C 0.5958 -1.1896 -3.7492
O 0.7404 -1.9835 -4.6780
O 1.2700 -1.2119 -2.6502
H 3.6669 6.6934 -3.7623
H 4.1256 6.0825 -2.1719
H 2.9553 7.3966 -2.3074
H 1.8535 5.6624 -4.9363
H 0.0437 3.9532 -5.0225
H 0.4314 3.3053 -0.8301
H 2.2476 4.9950 -0.7328
H -0.5123 0.2817 -4.8634
H -1.4347 -0.6714 -3.7173
C -2.3874 -3.3784 -1.5576
Si -2.0518 -2.1760 -0.1381
C -1.7150 -3.2291 1.4007
C -3.7102 -1.3092 0.1586
O -0.8469 -1.1887 -0.4226
H -3.2966 -3.9602 -1.3686
H -1.5620 -4.0793 -1.6960
H -2.5219 -2.8338 -2.4972
H -2.5761 -3.8439 1.6846
H -1.4671 -2.5815 2.2489
H -0.8612 -3.8939 1.2333
H -4.5428 -2.0096 0.0315
H -3.8399 -0.4895 -0.5547
H -3.7836 -0.8939 1.1677
Cl -5.5666 -0.3941 3.7226
C -4.4009 -1.3936 4.5267
C -4.8544 -2.4393 5.3086
C -3.9425 -3.2786 5.9302
C -2.5865 -3.0536 5.7760
C -2.1486 -1.9846 5.0127
Cl -0.4449 -1.7147 4.8580
C -3.0342 -1.1245 4.3487
N -2.5974 -0.1083 3.5151
C -2.8394 1.2497 3.7835
C -3.4031 1.6819 4.9801
C -3.6350 3.0331 5.2040
C -3.2987 3.9630 4.2364
C -2.7418 3.5247 3.0389
C -2.5080 2.1816 2.7821
C -1.9857 1.7517 1.4375
C -0.5622 1.2028 1.4103
O -0.1789 0.4525 2.3367
O 0.1440 1.5396 0.4173
H -5.9192 -2.6026 5.4012
H -4.2907 -4.1135 6.5242
H -1.8551 -3.6967 6.2454
H -1.6733 -0.2276 3.0736
H -3.6563 0.9562 5.7436
H -4.0767 3.3504 6.1416
H -3.4753 5.0192 4.4004
H -2.4968 4.2406 2.2623
H -2.0481 2.5609 0.7123
H -2.6035 0.9398 1.0405



[5]
95
Properties=species:S:1:pos:R:3 method="wB97M-V/def2-TZVPD" s_squared=0.769 homo_energy_ha="-0.3616 / -0.3631" spin_multiplicity=2 charge=+1 e_lumo_ev="-3.206 / -3.213" orbital_gap_ev="6.63 / 6.67"
Mn 0.9152 1.0647 -1.0672
Br 7.4492 2.5433 -1.0139
C 5.6485 2.0939 -1.2914
C 5.2965 0.7963 -1.6201
C 3.9510 0.5111 -1.7532
N 2.9827 1.4207 -1.6200
C 3.3453 2.6915 -1.3809
C 4.6650 3.0600 -1.1729
C 2.2442 3.6859 -1.3936
C 2.4854 5.0410 -1.5548
C 1.4046 5.9026 -1.6275
Br 1.6845 7.7471 -1.8370
C 0.1193 5.3948 -1.5665
C -0.0246 4.0281 -1.4105
N 1.0032 3.1856 -1.3096
H 6.0434 0.0277 -1.7523
H 3.6190 -0.4968 -1.9766
H 4.9233 4.0735 -0.9062
H 3.4912 5.4216 -1.6451
H -0.7451 6.0374 -1.6424
H -1.0089 3.5829 -1.3760
C -3.0627 -4.0123 3.0647
S -2.9726 -2.5959 4.1860
C -3.8178 -1.3178 3.1964
C -2.8564 -0.3492 2.5158
C -1.9564 -1.0887 1.5324
N -1.0325 -0.2693 0.7330
P -1.3355 0.4170 -0.7997
C -2.9273 1.2782 -0.5525
C -4.1471 0.7843 -1.0063
C -5.3246 1.4671 -0.7288
C -5.2938 2.6509 -0.0072
C -4.0817 3.1509 0.4518
C -2.9081 2.4674 0.1789
C -1.8114 -0.8534 -2.0284
C -1.8162 -0.3674 -3.3398
C -2.1693 -1.1801 -4.4039
C -2.5058 -2.5081 -4.1733
C -2.4869 -3.0073 -2.8807
C -2.1481 -2.1854 -1.8125
P 0.5895 0.1760 1.0491
C 1.5142 -1.3092 1.5717
C 2.6872 -1.5722 0.8670
C 3.5109 -2.6334 1.2174
C 3.1545 -3.4577 2.2729
C 1.9942 -3.1990 2.9925
C 1.1897 -2.1198 2.6621
C 0.5843 1.1416 2.5955
C -0.4425 2.0319 2.8923
C -0.3703 2.8378 4.0193
C 0.7409 2.7786 4.8468
C 1.7860 1.9178 4.5394
C 1.7099 1.1025 3.4208
H -2.6825 -4.8709 3.6146
H -2.4524 -3.8614 2.1745
H -4.0965 -4.2055 2.7847
H -4.4703 -0.7781 3.8811
H -4.4509 -1.8272 2.4672
H -2.2497 0.1324 3.2830
H -3.4303 0.4247 1.9998
H -2.5877 -1.6593 0.8499
H -1.3719 -1.8153 2.0910
H -4.1847 -0.1357 -1.5753
H -6.2690 1.0701 -1.0769
H -6.2123 3.1850 0.1963
H -4.0547 4.0696 1.0235
H -1.9654 2.8336 0.5713
H -1.5393 0.6671 -3.5210
H -2.1725 -0.7839 -5.4108
H -2.7771 -3.1498 -5.0011
H -2.7402 -4.0437 -2.6982
H -2.1317 -2.6128 -0.8204
H 2.9515 -0.9281 0.0372
H 4.4265 -2.8156 0.6691
H 3.7877 -4.2905 2.5489
H 1.7255 -3.8295 3.8300
H 0.3352 -1.8952 3.2878
H -1.3031 2.0935 2.2387
H -1.1835 3.5126 4.2543
H 0.7924 3.4004 5.7306
H 2.6609 1.8767 5.1747
H 2.5239 0.4240 3.1962
C 1.1408 -3.6150 -1.5010
C 1.3463 -2.8948 -2.8308
C 2.6167 -3.3938 -3.5363
C 1.3715 -1.4154 -2.6866
H 0.9557 -4.6772 -1.6640
H 0.2913 -3.1999 -0.9563
H 2.0253 -3.5197 -0.8679
H 0.5040 -3.1433 -3.4946
H 3.4969 -3.2149 -2.9140
H 2.7639 -2.8881 -4.4918
H 2.5501 -4.4657 -3.7268
H 1.4342 -0.7809 -3.5608
H 1.1382 -0.9672 -1.7253



Values of E, in order: -5223.5719; -3684.9295; -10275.8288; -5088.7538; -9170.7849, all in a.u..